# 1
ORCA calculation (ωB97M-V with the def2-TZVPD basis set) on a structure of composition C27H39BrF7NO11S at a distorted geometry.

CARTESIAN COORDINATES (ANGSTROEM)
C 3.57 5.45 1.79
C 2.65 4.45 2.14
C 1.37 3.60 2.76
C 0.63 2.82 1.46
C -0.25 1.65 2.12
C -1.10 0.58 1.25
N -1.88 -0.24 2.30
C -1.18 -0.68 3.53
C -2.26 -1.69 4.33
C -2.39 1.22 0.39
C -3.61 0.09 0.19
C -4.87 0.17 1.22
O -6.05 0.92 0.67
C -6.53 1.83 1.76
O -7.80 1.87 2.20
C -3.11 2.52 1.07
O -2.42 3.80 0.97
C -3.30 4.90 0.53
C -2.07 1.64 -1.15
F -3.24 2.40 -1.75
C -0.79 2.58 -1.48
C -0.97 3.93 -2.16
O -1.91 0.48 -2.05
S -0.62 -0.48 -1.53
O 0.54 -0.14 -2.54
O -1.04 -1.92 -2.05
C -0.16 -0.43 0.27
Br -0.50 -2.41 0.74
C 1.44 -0.35 0.62
O 1.76 -0.89 1.83
C 2.73 0.11 -0.23
F 2.65 1.28 -1.11
F 3.81 0.47 0.77
C 3.27 -1.15 -1.17
F 3.47 -0.74 -2.61
F 2.26 -2.27 -1.11
C 4.69 -1.80 -0.69
F 4.72 -2.31 0.71
F 4.88 -3.03 -1.55
C 6.02 -0.86 -1.07
O 6.57 -0.85 -2.32
O 6.66 0.07 -0.10
H 4.36 6.32 1.65
H 1.85 2.81 3.51
H 0.56 4.26 3.27
H 1.53 2.42 0.83
H 0.12 3.68 0.87
H -1.03 2.16 2.88
H 0.57 1.17 2.85
H -2.58 0.43 2.73
H -0.97 0.17 4.35
H -0.21 -1.31 3.44
H -1.80 -1.98 5.37
H -2.58 -2.61 3.67
H -3.20 -1.00 4.55
H -3.17 -1.02 0.16
H -4.15 0.20 -0.87
H -4.69 0.59 2.28
H -5.28 -0.94 1.36
H -5.78 2.62 2.25
H -3.37 2.39 2.23
H -4.18 2.74 0.58
H -2.59 5.85 0.38
H -4.11 5.21 1.32
H -3.72 4.65 -0.53
H 0.31 2.27 -1.25
H -0.19 4.16 -3.02
H -1.85 4.67 -1.89
H 6.23 0.97 -0.11
C -3.73 -5.45 -1.31
C -3.43 -4.93 0.08
O -4.62 -4.45 0.69
H -4.17 -4.66 -1.93
H -2.82 -5.82 -1.79
H -4.46 -6.27 -1.27
H -2.71 -4.10 0.03
H -3.00 -5.72 0.71
H -5.24 -5.20 0.74
C 7.43 -3.06 -4.50
C 7.30 -3.66 -5.88
O 8.52 -3.54 -6.59
H 7.72 -2.00 -4.56
H 6.49 -3.14 -3.94
H 8.22 -3.57 -3.93
H 6.52 -3.13 -6.45
H 7.02 -4.71 -5.83
H 9.20 -4.02 -6.08

Max |F| (eV/A): 12.2
Highest occupied orbital energy (eV): -9.47
HOMO-LUMO gap (eV): 6.9
Total charge: 0

Results of the Mulliken charge analysis, in e, for atoms 1 through 8: -0.49 -0.32 -0.18 0.07 -1.63 0.74 0.25 -0.38

# 2
ORCA calculation (ωB97M-V with the def2-TZVPD basis set) on a structure of composition C28H46BrCaNOP2 at a distorted geometry.

CARTESIAN COORDINATES (ANGSTROEM)
N -4.64 -1.28 3.30
C -4.35 -0.14 3.94
C -4.50 1.10 3.34
C -4.99 1.16 2.00
C -5.42 -0.04 1.42
C -5.20 -1.23 2.10
C -4.83 2.33 1.18
Ca -0.08 1.11 -0.40
P 3.23 0.09 -1.24
C -4.67 2.27 -0.19
C -3.36 2.56 -0.75
C -2.96 2.14 -2.04
C -1.64 2.30 -2.47
C -0.80 3.05 -1.64
C -1.12 3.49 -0.36
C -2.40 3.15 0.11
Br 1.19 3.14 -2.16
H -4.64 3.27 1.70
H -5.45 1.91 -0.87
H -4.13 2.01 3.83
H -5.80 -0.09 0.40
H -3.96 -0.23 4.97
H -5.46 -2.19 1.63
H -3.69 1.64 -2.70
H -2.64 3.35 1.15
H -1.27 1.91 -3.42
H -0.40 4.02 0.26
P -0.40 -1.79 -0.03
C 3.69 1.75 -0.55
C 4.58 2.67 -1.38
H 4.16 1.55 0.42
H 2.75 2.28 -0.36
H 4.60 3.67 -0.89
H 5.63 2.34 -1.43
H 4.21 2.83 -2.41
C 2.80 0.28 -3.02
C 3.94 0.42 -4.01
H 2.12 1.16 -3.11
H 2.18 -0.60 -3.28
H 3.52 0.64 -5.01
H 4.63 1.23 -3.76
H 4.51 -0.51 -4.11
C 4.82 -0.81 -1.27
C 6.11 -0.02 -1.41
H 4.73 -1.54 -2.09
H 4.84 -1.37 -0.31
H 6.96 -0.71 -1.37
H 6.18 0.49 -2.38
H 6.26 0.71 -0.61
C 0.64 -3.15 0.66
C 2.12 -3.11 0.29
H 0.18 -4.09 0.31
H 0.53 -3.14 1.75
H 2.60 -4.04 0.63
H 2.27 -3.05 -0.80
H 2.65 -2.28 0.76
C -0.34 -2.19 -1.83
C -1.44 -1.53 -2.65
H -0.41 -3.29 -1.88
H 0.66 -1.91 -2.20
H -1.45 -1.96 -3.66
H -2.43 -1.71 -2.21
H -1.32 -0.45 -2.77
C -2.08 -2.42 0.41
C -2.25 -2.92 1.84
H -2.33 -3.21 -0.32
H -2.78 -1.58 0.21
H -3.28 -3.27 1.99
H -1.58 -3.74 2.07
H -2.10 -2.11 2.57
C 1.34 -0.78 3.26
C 0.37 0.27 2.86
C -0.71 0.58 3.83
O 0.47 0.89 1.75
H 1.50 -0.74 4.34
H 2.30 -0.67 2.74
H 0.94 -1.78 3.04
H -1.29 1.45 3.52
H -1.37 -0.29 3.94
H -0.25 0.77 4.82

Max |F| (eV/A): 2.7
Highest occupied orbital energy (alpha / beta) (eV): -13.36 / -13.38
HOMO-LUMO gap (alpha / beta) (eV): 6.4 / 6.7
Total charge: +2

Results of the Mulliken charge analysis, in e, for atoms 1 through 8: -0.45 -0.70 -0.37 0.70 -0.26 -0.56 -0.72 1.70

# 3
ORCA calculation (ωB97M-V with the def2-TZVPD basis set) on the molecule C14H16O at a distorted geometry.

CARTESIAN COORDINATES (ANGSTROEM)
C 0.98 1.53 1.65
C -0.04 1.90 2.72
C -1.23 2.43 1.92
C -2.27 1.58 1.08
C -1.55 0.60 0.15
C -0.56 -0.28 0.93
C 0.76 0.38 0.80
C 1.70 0.05 -0.09
C 1.42 -0.97 -1.15
C 2.26 -2.10 -1.31
C 1.93 -3.04 -2.35
C 0.66 -3.13 -3.02
C -0.18 -1.98 -2.73
C 0.23 -0.90 -1.94
H -0.38 0.98 3.23
H 0.46 2.63 3.41
H -1.85 3.17 2.41
H -1.17 3.34 1.38
H -2.74 2.24 0.37
H -2.98 1.04 1.70
H -2.14 -0.16 -0.23
H -1.10 1.22 -0.62
H -0.54 -1.38 0.66
H -0.98 -0.29 1.93
H 2.53 0.78 -0.23
H 3.21 -2.02 -0.89
H 2.65 -3.76 -2.54
H 0.36 -3.96 -3.68
H -1.13 -1.94 -3.38
H -0.42 -0.04 -1.84
O 2.09 2.11 1.66

Max |F| (eV/A): 4.8
Highest occupied orbital energy (eV): -8.93
HOMO-LUMO gap (eV): 9.0
Total charge: 0

Results of the natural (NBO) charge analysis, in e, for atoms 1 through 8: 0.55 -0.50 -0.47 -0.39 -0.40 -0.45 -0.12 -0.12

# 4
ORCA calculation (ωB97M-V with the def2-TZVPD basis set) on a structure of composition C37H32NOP2Pm at a distorted geometry.

CARTESIAN COORDINATES (ANGSTROEM)
C 0.68 -1.47 -4.29
C -0.35 -1.69 -3.34
C -1.65 -1.83 -3.82
C -1.95 -1.64 -5.16
C -0.93 -1.28 -6.06
C 0.38 -1.20 -5.63
P -0.03 -1.78 -1.54
C -1.34 -2.97 -0.93
C -2.46 -2.57 -0.16
C -3.42 -3.50 0.22
C -3.31 -4.84 -0.16
C -2.21 -5.24 -0.93
C -1.21 -4.32 -1.27
Pm -0.88 0.56 -0.16
P 0.13 2.12 -2.21
C -1.40 2.41 -3.17
C -1.34 2.91 -4.48
C -2.37 2.60 -5.37
C -3.56 1.99 -4.94
C -3.69 1.65 -3.59
C -2.63 1.88 -2.71
C -0.12 3.13 -0.73
C 0.68 2.84 0.41
C 0.33 3.51 1.59
C -0.65 4.49 1.62
C -1.40 4.76 0.47
C -1.14 4.09 -0.72
C 1.82 2.51 -2.72
C 2.86 1.56 -2.59
C 4.11 1.81 -3.15
C 4.34 2.98 -3.88
C 3.29 3.89 -4.05
C 2.03 3.66 -3.49
C 1.50 -2.75 -1.34
C 1.94 -3.54 -2.41
C 3.21 -4.13 -2.39
C 4.03 -3.98 -1.26
C 3.55 -3.29 -0.14
C 2.29 -2.69 -0.17
H 1.50 2.12 0.32
H 0.88 3.25 2.50
H -0.83 5.08 2.53
H -2.18 5.51 0.49
H -1.70 4.29 -1.64
H -0.50 3.55 -4.77
H -2.30 2.87 -6.42
H -4.40 1.81 -5.61
H -4.61 1.21 -3.20
H -2.78 1.69 -1.63
H 2.64 0.57 -2.20
H 4.90 1.08 -3.05
H 5.34 3.21 -4.24
H 3.47 4.78 -4.63
H 1.19 4.31 -3.72
H 1.28 -3.72 -3.27
H 3.56 -4.72 -3.24
H 5.01 -4.46 -1.23
H 4.16 -3.24 0.77
H 1.89 -2.18 0.71
H -2.58 -1.52 0.18
H -4.27 -3.18 0.83
H -4.08 -5.56 0.12
H -2.13 -6.29 -1.26
H -0.30 -4.68 -1.76
H -2.43 -2.20 -3.15
H -2.96 -1.88 -5.51
H -1.17 -1.14 -7.11
H 1.18 -0.97 -6.36
H 1.70 -1.28 -3.93
H 0.60 0.65 -3.66
H 0.31 0.36 -2.91
O 0.06 0.19 3.99
C 0.19 0.02 2.82
N 0.26 -0.14 1.61

Max |F| (eV/A): 3.3
Highest occupied orbital energy (alpha / beta) (eV): -13.84 / -13.83
HOMO-LUMO gap (alpha / beta) (eV): 7.1 / 7.4
Total charge: +2
Spin multiplicity: 5

Results of the Mulliken charge analysis, in e, for atoms 1 through 8: -0.29 0.73 -0.82 -0.72 -0.60 -0.49 1.00 0.95

# 5
ORCA calculation (ωB97M-V with the def2-TZVPD basis set) on the molecule C9H9NO3 at a distorted geometry.

CARTESIAN COORDINATES (ANGSTROEM)
C -1.26 2.79 0.17
C -0.99 0.41 -0.26
C -2.20 -0.07 -0.25
C -2.47 -1.44 -0.09
C -1.39 -2.35 0.08
C -0.08 -1.78 0.15
C 0.15 -0.44 -0.01
C 1.46 0.16 -0.07
C 2.47 -0.65 -0.18
H -1.85 2.28 0.99
H -1.96 3.39 -0.36
H -0.50 3.44 0.65
H -3.10 0.43 -0.40
H -3.45 -1.83 -0.16
H -1.47 -3.39 0.15
H 0.66 -2.49 0.45
H 1.66 1.25 0.17
H 2.63 -1.68 -0.30
N 3.75 -0.04 -0.06
O -0.60 1.75 -0.55
O 4.66 -0.79 -0.37
O 3.89 1.06 0.24

Max |F| (eV/A): 5.5
Highest occupied orbital energy (eV): -9.10
HOMO-LUMO gap (eV): 8.6
Total charge: 0

Results of the natural (NBO) charge analysis, in e, for atoms 1 through 8: -0.25 0.41 -0.33 -0.16 -0.22 -0.16 -0.16 -0.13

# 6
ORCA calculation (ωB97M-V with the def2-TZVPD basis set) on the molecule C18H27NO2.

CARTESIAN COORDINATES (ANGSTROEM)
C -6.27 -0.94 -0.90
C -4.90 -0.93 -0.29
C -4.27 -2.13 0.02
C -3.01 -2.12 0.59
C -2.36 -0.93 0.85
C -2.97 0.27 0.54
C -4.26 0.28 -0.03
C -4.93 1.58 -0.36
H -5.17 1.63 -1.42
H -4.28 2.41 -0.11
H -5.86 1.68 0.19
O -2.44 1.52 0.77
C -1.12 1.69 1.25
C -0.12 1.91 0.10
H 0.69 2.54 0.47
H -0.64 2.45 -0.69
C 0.46 0.60 -0.47
H -0.36 -0.09 -0.66
C 1.37 -0.03 0.57
O 0.91 -0.77 1.42
N 2.68 0.30 0.56
C 3.32 1.12 -0.45
H 4.21 1.56 0.00
H 2.66 1.94 -0.73
C 3.71 0.31 -1.69
H 2.85 -0.29 -2.00
C 4.90 -0.61 -1.46
C 4.74 -1.55 -0.27
H 3.77 -2.06 -0.33
H 5.52 -2.31 -0.32
C 4.86 -0.83 1.08
H 5.22 -1.52 1.83
H 5.60 -0.03 0.99
C 3.53 -0.26 1.59
H 2.94 -1.06 2.06
H 3.73 0.50 2.35
H 5.05 -1.20 -2.36
H 5.80 0.00 -1.32
H 3.94 1.00 -2.50
H 0.97 0.80 -1.41
H -0.80 0.87 1.89
H -1.17 2.60 1.85
H -1.37 -0.97 1.29
H -2.52 -3.05 0.83
H -4.77 -3.06 -0.18
H -6.62 -1.96 -1.03
H -6.97 -0.41 -0.26
H -6.26 -0.45 -1.87

Max |F| (eV/A): 0.6
Highest occupied orbital energy (eV): -7.97
HOMO-LUMO gap (eV): 8.7
Total charge: 0

Results of the natural (NBO) charge analysis, in e, for atoms 1 through 8: -0.63 -0.02 -0.23 -0.19 -0.32 0.29 0.00 -0.65

# 7
ORCA calculation (ωB97M-V with the def2-TZVPD basis set) on a structure of composition C21H42AsBeN2Si4 at a distorted geometry.

CARTESIAN COORDINATES (ANGSTROEM)
Be 0.34 -0.13 0.03
C 2.86 -2.53 -1.40
Si 2.30 -0.77 -0.86
C 3.20 0.38 -2.13
C 3.39 -0.51 0.71
C 4.79 -0.53 0.63
C 5.59 -0.41 1.76
C 5.00 -0.27 3.00
C 3.61 -0.25 3.09
C 2.80 -0.37 1.97
Si 0.88 -0.47 2.16
C 0.64 0.72 3.68
C 0.71 -2.24 2.90
H 3.95 -2.69 -1.27
H 2.61 -2.72 -2.47
H 2.33 -3.30 -0.81
H 4.28 0.17 -2.24
H 3.08 1.44 -1.84
H 2.73 0.27 -3.13
H 5.27 -0.66 -0.34
H 6.67 -0.44 1.66
H 5.60 -0.19 3.90
H 3.14 -0.16 4.08
H 0.76 0.22 4.66
H -0.39 1.15 3.67
H 1.34 1.58 3.65
H 0.61 -2.25 4.01
H 1.60 -2.86 2.63
H -0.18 -2.74 2.47
C 3.03 4.26 0.51
C 1.87 3.45 0.08
C 0.78 3.80 -0.72
C -0.01 2.64 -0.82
N 0.56 1.64 -0.13
N 1.68 2.16 0.42
C -1.25 2.44 -1.58
H 2.80 5.33 0.39
H 3.93 4.03 -0.09
H 3.27 4.05 1.58
H 0.59 4.77 -1.17
H 2.32 1.55 0.96
H -1.58 3.39 -2.04
H -2.06 2.06 -0.91
H -1.10 1.68 -2.37
C -3.69 0.63 -3.21
Si -2.78 -1.00 -2.70
C -1.70 -1.37 -4.25
C -4.20 -2.31 -2.75
As -1.56 -1.31 -0.74
Si -3.30 -0.97 0.74
C -4.12 -2.67 1.16
C -2.74 -0.30 2.44
C -4.79 0.16 0.28
H -4.60 0.42 -3.81
H -3.03 1.28 -3.82
H -4.00 1.21 -2.32
H -2.31 -1.39 -5.18
H -1.20 -2.35 -4.15
H -0.92 -0.60 -4.38
H -4.64 -2.43 -3.75
H -5.01 -2.02 -2.06
H -3.82 -3.29 -2.41
H -3.37 -3.33 1.63
H -4.46 -3.17 0.23
H -4.98 -2.57 1.84
H -1.98 -0.98 2.89
H -3.58 -0.21 3.16
H -2.28 0.70 2.35
H -5.27 -0.19 -0.66
H -4.46 1.20 0.11
H -5.55 0.17 1.08

Max |F| (eV/A): 1.4
Highest occupied orbital energy (eV): -3.84
HOMO-LUMO gap (eV): 6.5
Total charge: -1

Results of the Mulliken charge analysis, in e, for atoms 1 through 8: -0.85 -1.26 0.92 -1.25 0.67 -0.46 -0.81 -0.66